1.
{
  "formula": "C5H13N",
  "method": "ωB97M-V/def2-TZVPD",
  "multiplicity": 1,
  "smiles": "CC[C@H](C)NC",
  "de_lowest_ev": 0.6994,
  "symbols": ["C", "N", "C", "C", "C", "C", "H", "H", "H", "H", "H", "H", "H", "H", "H", "H", "H", "H", "H"],
  "xyz": [[2.00778, 0.61164, -1.14870], [1.43291, -0.42442, -0.34788], [-2.17599, 0.73794, 0.13224], [-0.66645, 0.80032, 0.23493], [0.00442, -0.53641, -0.07857], [-0.16601, -1.56060, 1.02675], [1.71447, 1.64723, -0.89307], [3.08496, 0.61130, -1.00178], [1.77452, 0.56531, -2.22591], [2.10240, -0.83760, 0.27404], [-2.56536, -0.05291, 0.77934], [-2.68432, 1.64338, 0.45439], [-2.43537, 0.47708, -0.88847], [-0.24175, 1.13811, 1.17951], [-0.26724, 1.53559, -0.46050], [-0.42026, -0.95361, -1.01322], [0.48190, -2.41872, 0.82431], [-1.20410, -1.86138, 1.19808], [0.22348, -1.12226, 1.95449]],
  "lowdin_charge": [-0.155, -0.107, -0.099, -0.239, -0.438, -0.067, 0.064, 0.077, 0.079, 0.098, 0.064, 0.070, 0.075, 0.115, 0.086, 0.141, 0.078, 0.074, 0.083]
}

---

2.
{
  "formula": "C37H52BiN6P2S2Si2Te",
  "method": "ωB97M-V/def2-TZVPD",
  "total_charge": 3,
  "multiplicity": 1,
  "de_lowest_ev": 0.2837,
  "symbols": ["Bi", "C", "P", "C", "C", "C", "C", "C", "C", "C", "P", "C", "C", "H", "H", "H", "H", "H", "H", "H", "H", "H", "H", "H", "H", "H", "H", "H", "H", "S", "N", "C", "C", "C", "C", "C", "N", "C", "C", "N", "C", "C", "C", "C", "C", "N", "H", "H", "H", "H", "H", "H", "N", "C", "S", "N", "C", "C", "C", "C", "C", "C", "H", "H", "H", "H", "H", "H", "H", "H", "C", "Si", "C", "C", "C", "Te", "C", "Si", "C", "C", "C", "H", "H", "H", "H", "H", "H", "H", "H", "H", "H", "H", "H", "H", "H", "H", "H", "H", "H", "H", "H", "H", "H"],
  "xyz": [[-0.06022, -0.11376, -0.41481], [2.55166, 0.34856, 3.64724], [2.01505, 0.43373, 1.89847], [3.50626, -0.22814, 1.06752], [2.03407, 2.22917, 1.52443], [3.21321, 2.97360, 1.48835], [3.17239, 4.34966, 1.31679], [1.95260, 5.00328, 1.18535], [0.76798, 4.28354, 1.20413], [0.79283, 2.89735, 1.36679], [-0.73605, 1.91690, 1.49702], [-1.14504, 1.90395, 3.27386], [-2.09648, 2.93187, 0.85483], [3.46281, 0.93444, 3.77219], [2.75469, -0.69171, 3.90618], [1.78995, 0.73236, 4.32564], [4.41786, 0.17077, 1.51526], [3.49470, 0.00490, 0.00236], [3.51402, -1.31281, 1.18284], [4.17334, 2.48357, 1.61241], [4.09491, 4.91796, 1.29984], [1.92561, 6.08151, 1.07873], [-0.17234, 4.81564, 1.11018], [-1.18859, 2.94210, 3.60439], [-0.38767, 1.38014, 3.85753], [-2.11632, 1.43431, 3.43473], [-2.11226, 3.92603, 1.30389], [-3.03204, 2.43025, 1.11187], [-2.03577, 3.01680, -0.22377], [-4.02006, -6.87698, -0.04021], [-3.43728, -5.96954, 1.14819], [-2.93511, -4.89314, 0.57223], [-2.33149, -3.76847, 1.26561], [-2.22944, -3.69642, 2.65732], [-1.67893, -2.57540, 3.23152], [-1.23777, -1.54946, 2.40643], [-1.32607, -1.60566, 1.07706], [-1.85987, -2.70574, 0.50136], [-1.93804, -2.73381, -0.96704], [-1.38785, -1.70606, -1.65296], [-1.44403, -1.70976, -2.98704], [-2.07831, -2.70953, -3.70866], [-2.64130, -3.76127, -3.02414], [-2.55626, -3.79067, -1.63145], [-3.06775, -4.89110, -0.83454], [-3.66776, -5.96540, -1.31364], [-2.59637, -4.52283, 3.25648], [-1.59528, -2.47635, 4.30585], [-0.79144, -0.65789, 2.82382], [-0.96515, -0.88736, -3.50311], [-2.11923, -2.64883, -4.78895], [-3.13952, -4.57818, -3.53640], [2.05779, -1.76605, -4.80942], [2.05433, -1.99527, -3.48896], [2.14272, -0.66951, -2.41047], [1.95775, -3.26915, -3.09313], [2.15892, -3.80056, -1.76848], [3.16142, -3.33461, -0.92843], [3.32988, -3.92612, 0.31721], [2.51648, -4.98210, 0.71677], [1.53496, -5.45733, -0.14180], [1.35562, -4.86625, -1.38686], [2.24295, -0.82643, -5.12085], [2.25751, -2.50731, -5.46692], [1.86973, -3.96689, -3.81922], [3.82658, -2.54655, -1.25606], [4.12882, -3.58334, 0.96422], [2.67487, -5.45996, 1.67671], [0.92527, -6.30904, 0.14354], [0.61952, -5.25962, -2.07759], [2.30449, 4.13239, -2.75717], [0.67991, 4.80094, -3.37611], [0.44816, 6.60900, -3.10453], [0.41444, 4.33676, -5.15391], [-0.61292, 3.88267, -2.29148], [-0.57706, 1.80008, -2.76099], [-2.49419, 1.70295, -3.69262], [-4.14282, 1.74111, -2.74363], [-5.39675, 1.34667, -4.03912], [-4.43280, 3.41844, -2.01771], [-4.03996, 0.40766, -1.44010], [3.14077, 4.47440, -3.37614], [2.31659, 3.03567, -2.78013], [2.50031, 4.45511, -1.72847], [1.22542, 7.16439, -3.64238], [0.50929, 6.89097, -2.04817], [-0.51988, 6.94121, -3.49263], [1.17709, 4.81677, -5.77670], [-0.56147, 4.67746, -5.52013], [0.48825, 3.25830, -5.32414], [-1.64553, 4.20987, -2.44385], [-0.34551, 3.99876, -1.24095], [-2.45252, 0.80076, -4.30950], [-2.44131, 2.54879, -4.39048], [-5.37285, 2.08997, -4.84282], [-6.40772, 1.35725, -3.61569], [-5.23293, 0.36002, -4.48400], [-4.43844, 4.18098, -2.80452], [-3.70547, 3.71255, -1.26191], [-5.42225, 3.44204, -1.54624], [-3.93577, -0.57952, -1.90688], [-4.95703, 0.38688, -0.83860], [-3.19689, 0.56273, -0.75198]],
  "lowdin_charge": [1.343, -0.230, 0.801, -0.270, -0.394, -0.059, -0.033, -0.043, -0.087, -0.401, 0.752, -0.219, -0.267, 0.060, 0.057, 0.037, 0.057, 0.005, 0.022, 0.115, 0.128, 0.127, 0.106, 0.073, 0.032, 0.062, 0.068, 0.066, -0.022, 1.126, -0.181, -0.305, -0.059, 0.062, 0.009, -0.121, -0.056, -0.144, -0.149, -0.068, -0.159, 0.003, 0.059, -0.065, -0.309, -0.183, 0.143, 0.132, 0.062, 0.054, 0.132, 0.142, 0.131, -0.804, 0.515, 0.082, -0.255, -0.059, -0.070, -0.061, -0.065, -0.031, 0.108, 0.131, 0.162, 0.096, 0.113, 0.117, 0.116, 0.116, -0.167, 0.386, -0.162, -0.185, -0.512, 1.212, -0.526, 0.406, -0.163, -0.161, -0.174, 0.053, 0.009, 0.023, 0.054, 0.038, 0.049, 0.052, 0.047, 0.011, 0.018, -0.021, 0.005, 0.028, 0.053, 0.054, 0.043, 0.055, 0.002, 0.056, 0.026, 0.054, -0.015]
}

---

3.
{
  "formula": "C31H29O8S3",
  "method": "ωB97M-V/def2-TZVPD",
  "total_charge": -1,
  "multiplicity": 1,
  "symbols": ["C", "O", "C", "C", "C", "C", "C", "C", "S", "C", "C", "C", "C", "C", "C", "O", "O", "S", "C", "C", "C", "C", "C", "C", "O", "O", "C", "C", "H", "H", "H", "H", "H", "H", "H", "H", "H", "H", "H", "H", "H", "H", "H", "H", "H", "H", "C", "C", "O", "C", "C", "S", "C", "C", "C", "C", "C", "C", "O", "O", "H", "H", "H", "H", "H", "H", "H", "H", "H", "H", "H"],
  "xyz": [[0.12543, -5.71609, -4.06747], [0.26709, -5.54019, -2.63030], [0.35321, -4.29607, -2.08485], [-0.06252, -4.19534, -0.77157], [-0.21758, -2.95209, -0.19601], [0.26637, -1.79906, -0.81637], [0.12495, -0.40973, -0.05312], [-0.26733, 0.64206, -1.08391], [0.14779, 2.26569, -0.78991], [1.49409, 2.67901, -1.89005], [2.78603, 2.77296, -1.36567], [3.84927, 3.09124, -2.21530], [3.62172, 3.28529, -3.58135], [2.33346, 3.14868, -4.10547], [1.26824, 2.84191, -3.25750], [-0.96719, 3.09033, -1.21252], [0.65516, 2.40708, 0.55129], [-1.46824, 0.35750, -2.34493], [-2.89038, 1.48924, -2.29095], [-3.38841, 2.07573, -3.46539], [-4.48921, 2.94487, -3.41130], [-5.12099, 3.20181, -2.19148], [-4.64634, 2.59370, -1.02683], [-3.53975, 1.73608, -1.07934], [-0.88946, 0.63826, -3.63526], [-2.08854, -0.94226, -2.15862], [0.76383, -1.92429, -2.11550], [0.76663, -3.15811, -2.77424], [0.03318, -6.79611, -4.20194], [-0.77861, -5.21714, -4.44369], [1.00875, -5.34299, -4.60161], [-0.34537, -5.04851, -0.19051], [-0.75987, -2.86173, 0.75473], [-0.65777, -0.04122, 0.62428], [2.94615, 2.60817, -0.30202], [4.85227, 3.18571, -1.79764], [4.45006, 3.53913, -4.24150], [2.14066, 3.27976, -5.17147], [0.26709, 2.71662, -3.66276], [-2.90122, 1.86480, -4.42023], [-4.84178, 3.41708, -4.33159], [-5.97701, 3.87597, -2.14729], [-5.12577, 2.78466, -0.06450], [-3.17217, 1.25656, -0.17174], [1.10880, -1.04545, -2.68899], [1.06472, -3.21020, -3.80271], [1.77044, 3.38583, 4.17599], [0.69178, 2.46625, 3.66532], [1.35693, 1.31324, 2.97517], [0.37292, 0.63479, 2.34415], [0.88341, -0.29170, 1.09998], [0.92272, -2.03893, 2.11727], [0.57218, -2.20851, 3.81603], [-0.70650, -1.91760, 4.32947], [-1.01157, -2.25098, 5.64258], [-0.07333, -2.91353, 6.43721], [1.19377, -3.20055, 5.92156], [1.52269, -2.85411, 4.61842], [2.29426, -2.50339, 1.82446], [-0.74020, 0.51178, 2.82826], [1.34765, 4.33547, 4.53419], [2.29962, 2.92259, 5.02035], [2.49085, 3.61979, 3.38238], [0.04264, 2.12945, 4.48589], [0.08378, 2.98380, 2.90693], [1.91029, -0.00262, 0.90699], [-1.43251, -1.42274, 3.69135], [-1.99729, -1.99352, 6.03063], [-0.32947, -3.20486, 7.45629], [1.94103, -3.70759, 6.52975], [2.49448, -3.08572, 4.18447]],
  "lowdin_charge": [-0.062, -0.108, -0.296, 0.001, -0.103, -0.168, -0.314, -0.396, 0.654, -0.254, -0.063, -0.093, -0.105, -0.081, -0.058, -0.310, -0.297, 0.669, -0.272, -0.058, -0.092, -0.107, -0.084, -0.070, -0.343, -0.305, -0.027, -0.003, 0.082, 0.096, 0.079, 0.112, 0.088, 0.138, 0.107, 0.097, 0.092, 0.101, 0.101, 0.108, 0.095, 0.092, 0.099, 0.120, 0.123, 0.098, -0.081, -0.200, -0.008, -0.493, -0.226, 1.035, -0.374, -0.076, -0.085, -0.097, -0.092, -0.075, -0.480, 0.057, 0.078, 0.076, 0.081, 0.121, 0.118, 0.129, 0.104, 0.104, 0.096, 0.100, 0.105]
}

---

4.
{
  "formula": "C5H6O2",
  "method": "ωB97M-V/def2-TZVPD",
  "multiplicity": 1,
  "de_lowest_ev": 2.4635,
  "symbols": ["C", "O", "C", "C", "O", "C", "C", "H", "H", "H", "H", "H", "H"],
  "xyz": [[-0.10877, 0.83767, 1.93399], [2.04460, 0.41397, -0.72506], [1.18036, -0.08075, -1.40157], [0.10374, -0.97607, -0.79204], [0.43059, -1.17014, 0.59853], [-0.18708, 0.04760, 0.88353], [-1.01935, -0.01441, -0.36606], [-0.61771, 1.79439, 1.87783], [0.41581, 0.52974, 2.82750], [1.05813, 0.20950, -2.46417], [-0.08667, -1.89215, -1.36840], [-1.91596, -0.52152, 0.00547], [-1.29767, 0.82217, -1.00955]],
  "lowdin_charge": [0.081, 0.093, -0.203, -0.242, 0.013, -0.382, -0.036, 0.069, 0.069, 0.131, 0.154, 0.131, 0.123]
}

---

5.
{
  "formula": "C2H5B",
  "method": "ωB97M-V/def2-TZVPD",
  "multiplicity": 1,
  "smiles": "B1CC1",
  "de_lowest_ev": 1.1148,
  "symbols": ["B", "C", "C", "H", "H", "H", "H", "H"],
  "xyz": [[0.37197, 0.84193, -0.63947], [-0.65695, 0.08194, 0.34200], [0.73017, -0.49742, 0.13800], [0.21593, 1.60334, -1.52056], [-1.16913, 0.37790, 1.36345], [-1.45166, -0.36852, -0.20774], [0.66170, -1.32752, -0.51601], [1.29797, -0.71164, 1.04032]],
  "lowdin_charge": [0.005, -0.194, -0.155, 0.036, 0.119, 0.048, 0.060, 0.083]
}

---

6.
{
  "formula": "C16H36NO12P",
  "method": "ωB97M-V/def2-TZVPD",
  "total_charge": -2,
  "multiplicity": 1,
  "de_lowest_ev": 1.3510,
  "symbols": ["N", "H", "H", "H", "H", "P", "O", "O", "O", "O", "O", "C", "O", "C", "C", "C", "H", "H", "H", "H", "H", "H", "H", "H", "O", "C", "O", "C", "C", "C", "H", "H", "H", "H", "H", "H", "H", "H", "O", "C", "O", "C", "C", "C", "H", "H", "H", "H", "H", "H", "H", "H", "O", "C", "O", "C", "C", "C", "H", "H", "H", "H", "H", "H", "H", "H"],
  "xyz": [[-0.04677, -0.57661, 1.70209], [-0.20312, -0.30211, 0.71265], [0.56698, 0.05286, 1.99644], [0.27383, -1.39057, 1.87876], [-1.00693, -0.52842, 1.85972], [-2.24493, -2.68588, 0.81484], [-2.15153, -2.61144, 2.25674], [-2.42765, -1.26568, 0.04640], [-3.40907, -3.66182, 0.32252], [-0.94890, -3.06704, 0.21734], [-0.05828, 2.50186, 1.11690], [-0.90431, 3.38501, 0.91009], [-2.18459, 3.24521, 1.00793], [-2.80896, 2.06251, 1.45456], [-4.28074, 2.41936, 1.74016], [-0.33006, 4.69245, 0.51922], [-2.34152, 1.74642, 2.31399], [-2.57019, 1.35424, 0.79994], [-4.93535, 1.54048, 1.98973], [-4.61072, 2.94117, 1.01440], [-4.44855, 2.97244, 2.49937], [-0.79871, 5.67134, 0.84264], [-0.32555, 5.05172, -0.56808], [0.65821, 4.89245, 0.80792], [-1.73027, -0.24739, -3.96069], [-2.43690, 0.66811, -3.53100], [-3.10306, 1.48105, -4.34354], [-3.15650, 1.33413, -5.76986], [-3.01944, 2.71419, -6.32214], [-2.32695, 1.12052, -2.12338], [-3.97822, 0.74107, -5.99739], [-2.25154, 0.78977, -6.19619], [-4.10584, 3.04060, -6.24347], [-2.82297, 2.63429, -7.47039], [-2.19019, 3.42128, -5.97778], [-2.48972, 2.18916, -2.10943], [-1.42886, 0.62628, -1.52071], [-3.21051, 0.61736, -1.56781], [2.58746, 0.13162, -0.04122], [2.42789, -0.74561, -0.90531], [3.28931, -1.44834, -1.56835], [4.53482, -1.45264, -0.93575], [5.46671, -2.22564, -1.93670], [1.04754, -0.81079, -1.63627], [4.27031, -2.03087, -0.00545], [5.02780, -0.46059, -0.80036], [5.40300, -1.69064, -2.70518], [4.97170, -3.10580, -2.01029], [6.49952, -2.37163, -1.69015], [0.58966, -1.58769, -1.20192], [1.30220, -0.84527, -2.61908], [0.42219, 0.13112, -1.39474], [2.47187, -3.72643, 5.39694], [1.89597, -3.37726, 4.46633], [2.21751, -2.29236, 3.71236], [3.43641, -1.52489, 4.03627], [3.29222, -0.16698, 3.33747], [0.53443, -3.99381, 3.95289], [4.19365, -2.19895, 3.54566], [3.42248, -1.57525, 5.10620], [4.09533, 0.33267, 3.58620], [2.24904, 0.26279, 3.33997], [3.48678, -0.31039, 2.22003], [-0.06392, -3.27292, 3.56795], [0.15873, -4.33605, 4.82318], [0.55774, -4.87778, 3.23683]],
  "lowdin_charge": [0.366, 0.112, 0.038, 0.016, 0.066, -0.258, -0.450, -0.530, -0.604, -0.485, 0.066, -0.541, 0.033, -0.142, 0.004, -0.014, 0.102, 0.048, 0.129, 0.005, -0.001, 0.088, 0.107, 0.050, 0.067, -0.534, -0.031, -0.257, -0.108, -0.013, 0.101, 0.131, 0.083, 0.090, 0.101, 0.062, 0.097, 0.114, 0.036, -0.497, 0.017, -0.202, -0.024, 0.063, 0.146, 0.131, -0.008, 0.049, 0.078, 0.024, 0.048, 0.098, 0.123, -0.545, -0.062, -0.177, -0.050, 0.060, 0.137, 0.098, 0.001, 0.098, 0.081, 0.009, 0.029, 0.127]
}

---

Number 1: frontier orbital gap 9.4 eV, highest occupied orbital energy -8.153 eV, E_LUMO 1.20 eV. Number 2: frontier orbital gap 6.6 eV, highest occupied orbital energy -15.452 eV, E_LUMO -8.81 eV. Number 3: frontier orbital gap 6.8 eV, highest occupied orbital energy -4.266 eV, E_LUMO 2.55 eV. Number 4: frontier orbital gap 9.7 eV, highest occupied orbital energy -8.907 eV, E_LUMO 0.82 eV. Number 5: frontier orbital gap 9.5 eV, highest occupied orbital energy -9.159 eV, E_LUMO 0.35 eV. Number 6: frontier orbital gap 2.2 eV, highest occupied orbital energy 1.841 eV, E_LUMO 4.07 eV.